Entry 1:
The following is a DFT calculation (ωB97M-V with the def2-TZVPD basis set) of a structure of composition C22H63N9O8P3STl at a distorted geometry.

Atoms and positions in Å:
Tl1 -1.5578 3.3151 20.9189
C1 0.2198 0.1800 23.7893
C2 -1.2531 -0.0590 24.0944
O1 -2.0113 0.9270 23.6069
H1 0.4873 -0.3641 22.8788
H2 0.9631 0.1389 24.6036
H3 0.3757 1.2319 23.4918
H4 -1.3987 0.0922 25.2290
H5 -1.6668 -1.0353 23.9881
O2 -2.6707 2.6838 19.0399
P1 -2.3960 1.5555 18.0828
N1 -1.6842 0.3058 18.9293
C3 -0.4909 0.4615 19.7268
C4 -2.1936 -1.0567 19.1427
N2 -1.2728 1.9930 16.9729
C5 -0.3595 0.9687 16.4157
C6 -1.7077 3.0764 16.1017
N3 -3.7597 0.9772 17.3548
C7 -3.7107 0.2476 16.0099
C8 -5.0138 0.7723 18.1482
H6 0.3007 -0.1905 19.3797
H7 -0.6653 0.1903 20.7731
H8 -0.0266 1.4506 19.6502
H9 -3.1488 -1.1730 18.6312
H10 -2.3635 -1.2174 20.2128
H11 -1.4628 -1.7793 18.7322
H12 0.5042 1.5149 16.0548
H13 -0.0347 0.2465 17.1536
H14 -0.8368 0.4510 15.5359
H15 -2.3163 2.7915 15.2642
H16 -2.2886 3.7956 16.6795
H17 -0.8636 3.6366 15.6609
H18 -2.9293 0.6606 15.4064
H19 -3.7066 -0.8389 16.0905
H20 -4.6156 0.5720 15.4898
H21 -5.0284 1.3892 19.0461
H22 -5.2427 -0.2500 18.4227
H23 -5.8546 1.1605 17.5386
O3 -2.7669 3.6694 22.6464
P2 -4.0205 3.0912 23.3490
N4 -5.3609 3.7236 22.6914
C9 -5.5266 4.4236 21.4525
C10 -6.7688 3.4033 23.1584
N5 -3.8551 3.4898 24.9617
C11 -4.3899 2.7520 25.9941
C12 -2.8656 4.6316 25.3256
N6 -4.2530 1.4354 23.2109
C13 -3.3685 0.6067 23.9364
C14 -4.8499 0.7583 22.1061
H24 -6.0359 3.7753 20.7215
H25 -4.6119 4.9046 21.0701
H26 -6.2466 5.2608 21.6272
H27 -6.7244 2.5993 23.8348
H28 -7.4565 3.2169 22.3650
H29 -7.1477 4.2731 23.6331
H30 -4.5559 3.4463 26.7901
H31 -5.2990 2.2597 25.6458
H32 -3.7278 2.0337 26.4905
H33 -2.0416 4.7190 24.6095
H34 -3.3821 5.6028 25.5254
H35 -2.3597 4.2828 26.2544
H36 -3.4578 0.8963 24.9584
H37 -3.6052 -0.5148 23.8491
H38 -5.1634 -4.0147 22.8478
H39 -4.9308 1.3223 21.1760
H40 -5.8905 0.3492 22.2023
H41 -4.2413 -0.1148 21.8707
O4 -2.1991 5.2920 20.3234
P3 -1.7268 6.7021 20.1781
N7 -1.4165 7.4706 21.6150
C15 -1.1413 6.5689 22.7501
C16 -1.7194 8.8281 21.9913
N8 -2.8638 7.5765 19.4688
C17 -3.0513 7.6252 18.0490
C18 -4.0796 7.7549 20.2949
N9 -0.3076 6.6367 19.4055
C19 -0.0955 5.8853 18.1494
C20 0.8243 7.4679 19.7213
H42 -0.1568 6.1302 22.6331
H43 -1.8645 5.7434 22.7658
H44 -1.1717 7.2813 23.6362
H45 -2.7456 9.0692 22.3190
H46 -1.5118 9.4553 21.1476
H47 -1.0716 9.0355 22.8216
H48 -3.8720 8.2780 17.7413
H49 -2.1492 7.9454 17.6015
H50 -3.3174 6.6644 17.5920
H51 -4.0583 7.2729 21.3062
H52 -4.3902 8.7994 20.4344
H53 -4.9935 7.3621 19.7631
H54 0.4855 6.5537 17.4589
H55 0.3080 4.8940 18.2928
H56 -1.0568 5.7236 17.6386
H57 1.0888 8.2677 19.0274
H58 1.7590 6.8545 19.7461
H59 0.8378 7.9320 20.6802
C21 3.7121 5.2805 22.3162
C22 4.1306 3.8870 21.9804
O5 2.9571 3.0830 21.8856
S1 1.7203 3.9471 22.1860
O6 1.1973 3.7338 23.4863
O7 0.7555 3.7680 21.1200
O8 2.2938 5.3847 22.0795
H60 4.1336 6.0147 21.6848
H61 3.8935 5.5670 23.3887
H62 4.7299 3.4669 22.7854
H63 4.5471 3.8592 20.9599

Forces on atoms 1 to 6 (eV/Å):
-0.2 -1.0 -0.4
0.3 0.8 -1.0
2.5 0.2 5.2
-2.6 0.9 -2.9
0.5 -0.3 0.4
-0.6 -1.0 -0.2

LUMO	-8.78	eV
HOMO-LUMO gap	0.064	Ha
DFT total energy	-3564.81304	Ha
net charge	+2

Entry 2:
The following is a DFT calculation (ωB97M-V with the def2-TZVPD basis set) of a cluster of 10 separate species, C22H63O12PS9 in total at a distorted geometry.

Atoms and positions in Å:
C1 3.2901 -0.2725 -5.1108
C2 1.7834 0.3270 -5.0292
C3 1.7914 1.7650 -5.7190
O1 0.4775 2.3553 -5.9112
C4 -0.4309 1.9682 -4.8982
O2 -0.5231 2.6320 -3.8286
P1 -1.6216 0.4667 -5.0644
O3 -1.7028 0.1274 -6.5814
H1 3.5900 -0.4225 -6.2129
H2 3.2912 -1.3307 -4.6592
H3 4.0660 0.4175 -4.6461
H4 1.1292 -0.4348 -5.5875
H5 1.4907 0.3201 -3.9294
H6 2.2279 1.6124 -6.7764
H7 2.5198 2.4607 -5.1703
H8 -0.9654 -0.6268 -4.3834
H9 -2.8968 0.7282 -4.4622
C5 -0.5380 -2.9948 -7.7466
S1 -1.9906 -3.6510 -6.9025
O4 -1.5552 -4.0993 -5.5448
C6 -2.1551 -5.1243 -7.9335
H10 -0.2303 -2.0787 -7.2409
H11 0.2751 -3.7224 -7.7080
H12 -0.7909 -2.7676 -8.7836
H13 -1.2404 -5.7178 -7.8837
H14 -2.3547 -4.8271 -8.9645
H15 -2.9916 -5.7163 -7.5601
C7 -6.1875 -2.9935 -2.6150
S2 -4.4197 -2.9755 -2.2505
O5 -3.9620 -1.5513 -2.3116
C8 -3.9045 -3.7758 -3.7821
H16 -6.7146 -2.5013 -1.7966
H17 -6.3808 -2.4570 -3.5458
H18 -6.5314 -4.0259 -2.6968
H19 -4.2409 -3.1893 -4.6393
H20 -4.3241 -4.7826 -3.8275
H21 -2.8171 -3.8379 -3.7913
C9 3.3570 -3.2142 -2.4393
S3 1.5742 -3.4709 -2.5347
O6 0.9725 -2.2349 -3.1260
C10 1.2845 -3.4136 -0.7543
H22 3.7562 -3.1763 -3.4539
H23 3.5684 -2.2714 -1.9289
H24 3.8170 -4.0455 -1.9018
H25 1.6300 -2.4595 -0.3519
H26 1.8129 -4.2382 -0.2726
H27 0.2134 -3.5170 -0.5750
C11 2.5706 1.2643 0.1602
S4 4.1133 0.4185 -0.2429
O7 3.8097 -1.0451 -0.3429
C12 4.9044 0.7009 1.3528
H28 1.8972 1.1812 -0.6941
H29 2.1082 0.7996 1.0330
H30 2.7743 2.3178 0.3586
H31 4.2958 0.2716 2.1510
H32 5.0317 1.7718 1.5124
H33 5.8824 0.2198 1.3448
C13 7.6330 4.7360 3.9803
S5 7.2820 2.9683 4.0581
O8 6.7141 2.5633 2.7338
C14 5.9067 3.1057 5.2180
H34 8.4476 4.8968 3.2732
H35 6.7474 5.2765 3.6424
H36 7.9362 5.0909 4.9670
H37 5.1305 3.7498 4.8010
H38 6.2658 3.5153 6.1630
H39 5.4968 2.1096 5.3894
C15 -5.1401 -3.4874 1.2104
S6 -5.4783 -5.2588 1.2695
O9 -6.0612 -5.6483 -0.0510
C16 -6.8387 -5.1494 2.4508
H40 -4.3364 -3.3128 0.4939
H41 -6.0338 -2.9476 0.8911
H42 -4.8256 -3.1420 2.1970
H43 -7.6256 -4.5058 2.0538
H44 -6.4692 -4.7507 3.3971
H45 -7.2382 -6.1510 2.6132
C17 3.6828 7.7887 4.4187
S7 4.4038 6.8378 3.0645
O10 5.8299 7.2636 2.9269
C18 3.4679 7.6455 1.7494
H46 4.1539 7.4738 5.3507
H47 3.8627 8.8539 4.2628
H48 2.6106 7.5921 4.4715
H49 3.6614 8.7195 1.7606
H50 2.4026 7.4539 1.8897
H51 3.7866 7.2300 0.7929
C19 3.7263 4.8978 10.3582
S8 4.9947 5.1840 9.1064
O11 4.4709 4.6582 7.8087
C20 6.1675 3.9710 9.7485
H52 2.8686 5.5321 10.1319
H53 3.4174 3.8512 10.3431
H54 4.1197 5.1597 11.3420
H55 5.7055 2.9824 9.7714
H56 6.4809 4.2629 10.7523
H57 7.0373 3.9491 9.0910
C21 -9.9967 -1.9329 1.5101
S9 -11.4527 -2.5855 2.3552
O12 -11.0202 -3.0329 3.7130
C22 -11.6193 -4.0596 1.3262
H58 -9.6864 -1.0171 2.0144
H59 -9.1851 -2.6616 1.5498
H60 -10.2483 -1.7065 0.4724
H61 -10.7059 -4.6550 1.3776
H62 -11.8174 -3.7635 0.2945
H63 -12.4572 -4.6489 1.6998

Forces on atoms 1 to 6 (eV/Å):
-0.6 -0.4 -0.7
1.3 -0.6 -0.2
1.4 -1.4 -0.5
-1.2 -1.3 1.8
0.3 3.0 3.6
0.3 -2.4 -4.0

LUMO	0.34	eV
HOMO-LUMO gap	0.318	Ha
DFT total energy	-5703.59747	Ha

Entry 3:
The following is a DFT calculation (ωB97M-V with the def2-TZVPD basis set) of a cluster of 9 separate species, C22H64N2O10 in total at a distorted geometry.

Atoms and positions in Å:
C1 -1.9122 -4.2772 -4.5957
O1 -1.0324 -4.2093 -3.5520
C2 -1.4036 -3.3184 -2.4880
C3 -0.5559 -3.6431 -1.2146
C4 -0.7035 -5.0803 -0.7777
N1 -1.0327 -2.6383 -0.1790
H1 -2.8870 -4.7894 -4.3165
H2 -1.5700 -4.9338 -5.3923
H3 -2.1703 -3.3287 -5.0183
H4 -1.4084 -2.2762 -2.8175
H5 -2.4276 -3.5854 -2.1850
H6 0.5259 -3.3717 -1.4198
H7 -1.6692 -5.4825 -1.0780
H8 -0.4397 -5.2090 0.2329
H9 -0.0254 -5.7017 -1.3324
H10 -0.4362 -2.6399 0.6114
H11 -1.9441 -2.8511 0.1707
C5 0.8975 6.0098 -0.4253
O2 1.2118 5.4165 0.8836
C6 2.4629 4.7440 0.9661
C7 2.4696 3.7902 2.1542
C8 3.7627 3.1323 2.4401
N2 1.4381 2.7694 1.7737
H12 0.6467 5.2704 -1.1841
H13 1.7047 6.6449 -0.7906
H14 -0.0657 6.6258 -0.3058
H15 2.6420 4.1559 0.0217
H16 3.3670 5.4549 1.0709
H17 2.1499 4.3724 3.0480
H18 4.4859 3.8093 2.8868
H19 4.0595 2.5796 1.5746
H20 3.5878 2.3027 3.1950
H21 0.6258 3.2613 1.4683
H22 1.2778 2.1078 2.5196
O3 4.3610 -3.1608 2.0327
C9 3.3598 -2.1373 2.1283
C10 2.0906 -2.4340 1.3612
O4 1.6346 -3.7741 1.5659
H23 4.7303 -2.9714 1.1913
H24 3.0861 -1.9764 3.1759
H25 3.7986 -1.2017 1.6968
H26 2.2957 -2.2277 0.3071
H27 1.2742 -1.8020 1.7229
H28 2.3874 -4.4070 1.6280
C11 -2.4894 3.4348 2.5432
C12 -3.1443 4.6480 1.8435
O5 -2.2693 5.5713 1.2698
H29 -1.8437 3.6636 3.4079
H30 -1.9499 2.8850 1.7655
H31 -3.2118 2.7678 2.9189
H32 -3.7148 5.1820 2.5815
H33 -3.7762 4.3203 1.0540
H34 -1.4738 5.8172 1.7535
C13 -4.8191 -1.6566 0.0385
C14 -4.0574 -1.2648 1.2579
O6 -3.3300 -0.0672 1.1035
H35 -5.3814 -2.5587 0.3136
H36 -4.3086 -1.8580 -0.9009
H37 -5.5292 -0.9169 -0.2049
H38 -3.4930 -2.0842 1.5619
H39 -4.7580 -1.0953 2.0644
H40 -2.7268 -0.1262 0.3169
C15 4.5004 1.2267 -1.3601
C16 4.3650 -0.1425 -1.8688
O7 3.8846 -1.0614 -0.9173
H41 5.0172 1.3024 -0.4616
H42 3.4863 1.5913 -1.2077
H43 4.9774 1.8217 -2.1237
H44 5.3277 -0.4711 -2.2226
H45 3.7767 -0.1257 -2.7718
H46 3.4364 -0.4673 -0.3162
C17 -1.5719 2.1728 -1.2287
C18 -0.8742 0.8596 -0.9266
O8 -1.8570 -0.0642 -1.2786
H47 -1.4881 2.1996 -2.2950
H48 -1.1665 3.0847 -0.8191
H49 -2.6925 2.2056 -0.9582
H50 -0.5685 0.7462 0.1723
H51 0.0476 0.7529 -1.4770
H52 -1.4789 -0.9881 -1.0086
C19 -1.7691 -1.0960 4.5322
C20 -1.6614 -2.4362 3.9347
O9 -0.8766 -2.5212 2.7105
H53 -0.7657 -0.6334 4.7635
H54 -2.2405 -1.2451 5.5103
H55 -2.3020 -0.4494 3.8679
H56 -2.7138 -2.7118 3.6685
H57 -1.3454 -3.1796 4.6662
H58 -0.1635 -3.1272 2.7711
C21 1.3255 -0.0765 -5.0446
C22 0.2854 -0.6342 -4.1277
O10 -1.0279 -0.1949 -4.6234
H59 2.3342 -0.2410 -4.6226
H60 1.1187 0.9562 -5.2090
H61 1.3179 -0.6453 -5.9980
H62 0.4169 -0.3304 -3.1049
H63 0.2662 -1.7052 -4.1222
H64 -1.6937 -0.0533 -3.9473

Forces on atoms 1 to 6 (eV/Å):
-2.3 -1.4 -0.5
1.3 0.4 1.3
-0.1 -1.6 0.3
0.2 2.2 -0.3
0.0 0.0 -1.7
0.5 -0.2 -2.2

relative energy (zero: lowest compared OMol25 entry of this formula, charge and spin)	90.02	kcal/mol
LUMO	0.52	eV
HOMO-LUMO gap	0.364	Ha
SMILES	COC[C@H](C)N.COC[C@H](C)N.OCCO.CCO.CCO.CCO.CCO.CCO.CCO
DFT total energy	-1738.34749	Ha

Entry 4:
The following is a DFT calculation (ωB97M-V with the def2-TZVPD basis set) of a cluster of 8 separate species, C22H65N5O8 in total at a distorted geometry.

Atoms and positions in Å:
C1 -1.5657 -1.3416 -1.9468
O1 -1.1433 -0.7506 -0.7535
C2 -1.9653 0.3126 -0.3667
C3 -1.4601 0.8945 0.9411
C4 -0.2421 1.7958 0.8497
N1 -1.3062 -0.0893 2.0454
H1 -2.6470 -1.5548 -1.9609
H2 -1.1279 -2.3112 -2.1876
H3 -1.3486 -0.6873 -2.8036
H4 -1.9042 1.1146 -1.1218
H5 -3.0356 0.0799 -0.2521
H6 -2.3006 1.5263 1.2664
H7 0.6298 1.3077 0.4091
H8 0.0597 2.1160 1.8561
H9 -0.4448 2.7764 0.4369
H10 -2.2199 -0.5224 2.2381
H11 -0.8608 -0.9075 1.6029
C5 3.7702 0.7397 0.4104
O2 4.9914 0.8518 1.0763
C6 5.0340 1.8790 2.0741
C7 5.4027 3.2097 1.4503
C8 6.6793 3.1443 0.6088
N2 5.5626 4.1838 2.5817
H12 3.3916 1.7330 0.1109
H13 3.0140 0.1299 0.9089
H14 3.8910 0.3249 -0.5993
H15 4.0890 1.9219 2.6219
H16 5.8244 1.5338 2.7496
H17 4.5415 3.5394 0.8616
H18 6.8614 4.1115 0.1416
H19 6.5963 2.4149 -0.2039
H20 7.5164 2.8310 1.2351
H21 5.8042 5.0909 2.1987
H22 6.3560 3.8667 3.1330
C9 1.4322 -0.7634 -3.5252
O3 0.8749 0.0750 -4.5157
C10 0.6656 1.4203 -4.1978
C11 0.0673 2.0318 -5.4273
C12 1.0740 2.0902 -6.5640
N3 -0.3097 3.4500 -5.1498
H23 2.4345 -0.3545 -3.2591
H24 1.5286 -1.7821 -3.8776
H25 0.9855 -0.6794 -2.5189
H26 0.0242 1.5915 -3.3179
H27 1.6384 1.8794 -3.9623
H28 -0.8242 1.4936 -5.7744
H29 1.3525 1.0823 -6.8795
H30 1.9666 2.6210 -6.2307
H31 0.6616 2.6122 -7.4279
H32 -1.0877 3.5212 -4.4760
H33 -0.8098 3.7682 -5.9838
C13 -4.5719 -0.5676 4.3024
O4 -3.8919 -1.3489 3.3202
C14 -4.7555 -1.8082 2.2846
C15 -5.5203 -3.0276 2.6957
C16 -4.6223 -4.2235 3.0140
N4 -6.5539 -3.3167 1.6843
H34 -5.3584 0.0572 3.8650
H35 -3.8694 0.0036 4.8999
H36 -5.1154 -1.2423 4.9839
H37 -5.4160 -1.0448 1.8595
H38 -4.0510 -2.0540 1.4756
H39 -6.1068 -2.8392 3.6018
H40 -3.8798 -4.3196 2.2130
H41 -5.1703 -5.1449 3.1880
H42 -4.0378 -4.0192 3.9170
H43 -7.0864 -4.1136 2.0350
H44 -6.0992 -3.7227 0.8605
C17 -0.0546 -5.4426 -1.5589
O5 0.7487 -4.9276 -0.5402
C18 2.0834 -4.8971 -0.9166
C19 2.9159 -3.9879 -0.0333
C20 2.2501 -2.6775 0.1683
N5 4.2522 -3.7602 -0.6412
H45 0.3903 -6.3066 -2.0730
H46 -0.2371 -4.6558 -2.3000
H47 -0.9905 -5.8203 -1.1505
H48 2.5278 -5.9092 -0.9304
H49 2.2251 -4.5548 -1.9594
H50 3.1868 -4.4260 0.9281
H51 2.8117 -2.0419 0.8514
H52 1.2067 -2.7412 0.4633
H53 2.2757 -2.0986 -0.7665
H54 4.1779 -3.7945 -1.6653
H55 4.7713 -4.6334 -0.4924
C21 -0.7479 1.1185 5.6341
O6 -1.4341 1.6122 4.4588
H56 -0.4099 1.9329 6.2660
H57 -1.3935 0.4228 6.1892
H58 0.1281 0.5277 5.3284
H59 -1.3575 0.9912 3.7083
C22 -1.9322 5.0772 -2.6074
O7 -2.5237 3.9483 -3.2607
H60 -2.0111 5.9878 -3.2359
H61 -2.4743 5.3691 -1.7041
H62 -0.8613 4.9591 -2.4965
H63 -3.4670 4.1306 -3.3045
O8 -2.6060 3.7147 2.8894
H64 -3.3538 3.2033 2.5649
H65 -2.1090 3.0897 3.4619

Forces on atoms 1 to 6 (eV/Å):
-0.8 -0.1 -1.2
0.0 -0.9 0.3
0.4 1.1 -0.1
-0.9 0.6 1.0
0.5 0.1 0.9
-0.3 -1.1 -1.1

relative energy (zero: lowest compared OMol25 entry of this formula, charge and spin)	25.13	kcal/mol
LUMO	0.45	eV
HOMO-LUMO gap	0.352	Ha
SMILES	COC[C@H](C)N.COC[C@H](C)N.COC[C@H](C)N.COC[C@H](C)N.COC[C@H](C)N.CO.CO.O
DFT total energy	-1752.74211	Ha